DFT (the ωB97M-V functional and the def2-TZVPD basis) results for a molecular structure, C3H6F9O12PtS3 at a distorted geometry.

Geometry as XYZ:
```
34
Properties=species:S:1:pos:R:3:forces:R:3
Pt 0.88198 -1.71849 -0.99182 -0.416 0.137 -0.054
C -2.88815 3.11312 -4.10398 2.191 0.770 1.460
F -3.74122 2.17865 -3.72200 -0.880 0.452 0.250
F -2.36610 2.68524 -5.23952 0.348 -0.062 -0.926
F -3.43165 4.32806 -4.33464 -0.576 -0.916 0.179
S -1.45993 3.33838 -2.79487 2.446 1.308 2.018
O -2.03323 3.61594 -1.46103 -0.424 0.332 -2.231
O -0.75319 2.05566 -2.72198 -0.521 -0.202 -1.193
O -0.58276 4.43191 -3.34698 -2.324 -1.893 0.421
C -3.40709 -2.40750 4.00373 -2.153 2.200 -2.449
F -2.16194 -2.21176 4.38737 0.509 -0.664 0.695
F -3.67387 -3.67805 3.69718 0.954 -0.512 -0.368
F -4.27656 -2.14166 4.98089 0.266 0.464 0.933
S -3.75125 -1.11777 2.49333 -0.273 -0.871 -0.357
O -2.62678 -1.47287 1.58299 -1.158 0.353 0.959
O -5.10168 -1.52832 1.96893 2.704 1.068 1.380
O -3.60490 0.20701 3.14615 -0.573 -2.218 -0.898
C 4.27702 3.39649 2.05063 -0.464 0.254 0.508
F 3.89197 3.73959 0.78551 0.956 -0.341 2.251
F 5.47318 2.75988 2.05566 -1.404 0.880 -0.325
F 4.35185 4.48558 2.89812 -0.064 -1.579 -1.833
S 2.95307 2.22650 2.81818 0.501 -0.932 1.382
O 3.44791 1.78227 4.11333 -0.288 0.983 -1.758
O 1.69089 2.99093 2.90715 0.267 0.378 -0.032
O 2.63314 1.17720 1.86828 0.464 0.318 -0.239
O -0.70528 -3.62435 -3.62667 0.363 0.067 0.301
H -1.51757 -4.13032 -3.64692 -0.290 -0.062 0.144
H -0.48378 -3.48908 -4.54802 0.077 0.147 -0.230
O 1.58684 -4.99239 0.84979 -0.016 0.327 -0.255
H 1.79124 -5.75461 0.30806 -0.017 -0.207 -0.167
H 1.97222 -5.19374 1.70254 0.019 0.039 0.304
O 4.14876 -1.70815 -2.68690 -0.403 -0.124 0.147
H 4.78142 -2.36302 -2.39174 0.142 -0.205 0.088
H 4.68544 -0.98035 -3.00076 0.036 0.311 -0.107
```
Forces are in eV/Å.

The calculation puts the LUMO energy (spin up / spin down) at -2.5 / -3.2 eV. As for the spin multiplicity: 3. As for the charge: -1. For the HOMO-LUMO gap (spin up / spin down), the calculation gives 3.0 / 2.3 eV. As for the expectation value of S²: 2.040.

---

DFT (the ωB97M-V functional and the def2-TZVPD basis) results for 2 unconnected molecules or ions with the total composition C3H6FNO2 at a distorted geometry.

Geometry as XYZ:
```
13
Properties=species:S:1:pos:R:3:forces:R:3
C -3.00942 0.39450 -0.29889 0.287 1.121 -1.726
C 1.53847 -0.95004 0.50715 0.866 -2.139 -0.492
C 0.22511 -0.49495 0.38162 -1.075 0.175 0.978
N 0.27487 0.99807 -0.04986 1.668 -1.961 -0.448
O -2.57402 1.07383 -1.13966 0.505 0.126 0.080
O -3.52357 -0.25714 0.47102 -0.823 -1.354 1.755
F 2.30056 -0.67269 -0.88511 0.077 0.084 0.196
H 1.59263 -2.04428 0.64799 -0.468 0.329 -0.556
H 2.35798 -0.65986 1.13293 -0.037 1.368 0.596
H -0.30862 -1.10142 -0.35098 -0.172 0.532 -0.029
H 1.18375 0.85931 -0.54280 -0.664 1.075 -0.754
H 0.45964 1.57621 0.74766 -0.445 0.460 0.383
H -0.51737 1.27846 -0.62107 0.282 0.184 0.017
```
Forces are in eV/Å.

The calculation puts the LUMO energy at 0.3 eV. For the HOMO-LUMO gap, the calculation gives 7.8 eV.

---

DFT (the ωB97M-V functional and the def2-TZVPD basis) results for 3 unconnected molecules or ions with the total composition C3H6FNO2 at a distorted geometry.

Geometry as XYZ:
```
13
Properties=species:S:1:pos:R:3:forces:R:3
O -3.11592 0.61275 0.24959 -0.585 -0.114 0.488
C -2.67251 1.54905 -0.25191 1.064 0.739 -1.311
O -2.16715 2.43190 -0.83442 -0.610 -0.616 0.819
C -0.57221 -0.67777 1.08398 -0.044 1.926 2.108
C 0.21638 -0.79571 0.01849 -2.369 -2.656 1.913
N 1.22559 0.06620 -0.36129 0.526 3.737 -2.598
H -1.34239 -1.29205 1.61858 0.986 -0.079 -1.526
H -0.43812 0.24644 1.70158 0.010 -0.517 -0.513
H 0.03833 -1.77750 -0.45847 0.886 0.848 -0.714
H 1.42482 0.91714 0.25564 -0.744 -1.953 -0.493
H 0.86634 0.56324 -1.26281 1.138 -1.212 1.643
F 3.64973 -1.23867 -0.88984 -1.431 1.419 -0.112
H 2.88709 -0.60504 -0.86912 1.173 -1.523 0.298
```
Forces are in eV/Å.

The calculation puts the LUMO energy at 0.3 eV. For the HOMO-LUMO gap, the calculation gives 10.0 eV. Its SMILES is O=C=O.C=CN.F.

---

DFT (the ωB97M-V functional and the def2-TZVPD basis) results for a single C3H6FNOS molecule at a distorted geometry.

Geometry as XYZ:
```
13
Properties=species:S:1:pos:R:3:forces:R:3
C -0.95578 -1.24451 0.67618 -1.832 -0.928 -1.751
N -0.30407 -0.13266 0.04889 3.035 0.985 1.820
C -0.64616 0.14709 -1.30552 -1.117 2.289 -1.080
S 1.83225 -0.15621 0.02689 -3.376 0.271 0.420
C 2.04735 1.38116 0.86969 -2.667 -0.142 0.424
O 3.06410 1.84691 1.18282 1.480 0.545 0.125
F 0.85181 2.01624 1.24175 1.346 -0.782 -0.632
H -0.77717 -2.29384 0.28231 0.081 1.061 0.038
H -0.93655 -1.32858 1.76477 0.284 0.671 -0.173
H -2.01377 -0.95592 0.29484 1.156 -0.931 1.191
H -0.10914 -0.53015 -1.86863 0.680 -1.499 -2.120
H -1.76680 0.05415 -1.56067 1.633 0.084 0.796
H -0.28606 1.19632 -1.65331 -0.705 -1.624 0.941
```
Forces are in eV/Å.

The calculation puts the LUMO energy at -0.7 eV. For the HOMO-LUMO gap, the calculation gives 8.7 eV. Its SMILES is CN(C)SC(=O)F.

---

DFT (the ωB97M-V functional and the def2-TZVPD basis) results for a single C3H6FNOSi molecule at a distorted geometry.

Geometry as XYZ:
```
13
Properties=species:S:1:pos:R:3:forces:R:3
F 2.38298 -0.13343 1.15697 0.522 -1.605 1.121
C 1.75923 0.02981 -0.03098 -2.517 0.641 0.040
C 1.46530 -1.06541 -1.10994 -1.629 -2.053 6.240
N -0.01057 -0.76100 -0.95259 -0.427 -1.144 -0.641
C 0.12441 0.02853 0.03198 5.033 -0.805 -1.790
O -0.69234 0.67523 0.75067 -1.933 0.876 0.978
Si -2.39858 0.79800 0.79961 0.321 -1.106 0.327
H 2.30405 0.88085 -0.35826 -0.392 1.158 -1.279
H 1.76229 -0.91677 -2.04293 1.670 0.663 -3.949
H 1.77678 -2.12029 -0.68777 -0.802 1.901 -1.059
H -3.10197 1.09322 -0.43144 0.122 0.140 -0.624
H -3.08401 -0.51105 1.27952 0.781 1.152 0.010
H -2.28757 2.00232 1.59517 -0.749 0.181 0.625
```
Forces are in eV/Å.

The calculation puts the LUMO energy at 0.8 eV. For the HOMO-LUMO gap, the calculation gives 10.5 eV. Its SMILES is F[C@H]1CN=C1O[SiH3].

---

DFT (the ωB97M-V functional and the def2-TZVPD basis) results for a molecular structure, C3H6HgO4 at a distorted geometry.

Geometry as XYZ:
```
14
Properties=species:S:1:pos:R:3:forces:R:3
C 1.64381 1.66895 -0.26746 0.573 -0.026 0.182
C 2.15707 0.87228 -1.40587 0.208 -0.003 -0.148
H 2.02523 2.70659 -0.28340 -0.133 -0.237 0.032
H 1.92523 1.22116 0.69944 -0.042 0.054 -0.239
H 2.91993 0.11166 -1.23945 -0.291 0.278 -0.109
H 1.80581 1.07455 -2.41874 0.114 -0.088 0.373
O 0.23101 1.86479 -0.30141 0.188 -0.037 -0.233
O -0.37634 0.61504 -0.60104 0.664 0.143 0.566
C -0.92803 0.08324 0.57303 -4.844 0.310 -2.127
O -2.10761 -0.22973 0.39393 3.308 -0.734 1.334
Hg -1.45659 1.82377 2.29422 0.257 0.296 0.384
O -2.79905 -4.27241 0.96725 0.083 0.547 0.157
H -2.86350 -3.38014 1.34894 -0.033 -0.439 -0.175
H -2.17700 -4.15972 0.24057 -0.053 -0.064 0.003
```
Forces are in eV/Å.

The calculation puts the LUMO energy (spin up / spin down) at 0.1 / -2.2 eV. As for the spin multiplicity: 3. For the HOMO-LUMO gap (spin up / spin down), the calculation gives 9.0 / 7.2 eV. As for the expectation value of S²: 2.020.

---

DFT (the ωB97M-V functional and the def2-TZVPD basis) results for a gas-phase ion, C3H6IN2 (charge +1) at a distorted geometry.

Geometry as XYZ:
```
12
Properties=species:S:1:pos:R:3:forces:R:3
C 0.09627 -0.58705 1.25044 0.326 0.031 0.694
C -0.78385 -0.03011 -0.84909 -0.387 0.130 -0.168
C 0.40497 0.88912 -0.83041 1.039 -0.696 2.941
N 0.67895 0.54913 1.12630 -0.725 0.740 -3.342
N -0.62069 -1.00147 0.22715 -0.223 -0.322 -0.434
I 2.18753 0.27168 -1.71504 -0.349 0.135 0.037
H 0.17648 -1.20254 2.14135 -0.038 -0.021 -0.030
H -1.69491 0.55788 -0.67228 0.150 -0.094 -0.088
H -0.86660 -0.55993 -1.80122 0.028 0.144 0.075
H 0.24893 1.95930 -0.84211 -0.083 -0.032 -0.080
H 1.31319 1.02167 1.74423 0.137 -0.133 0.257
H -1.14027 -1.86769 0.22068 0.125 0.117 0.138
```
Forces are in eV/Å.

The calculation puts the LUMO energy at -4.5 eV. As for the charge: +1. For the HOMO-LUMO gap, the calculation gives 9.6 eV.

---

DFT (the ωB97M-V functional and the def2-TZVPD basis) results for a gas-phase ion, C3H6IN2 (charge +1) at a distorted geometry.

Geometry as XYZ:
```
12
Properties=species:S:1:pos:R:3:forces:R:3
C -1.52249 0.14348 0.61034 -0.803 3.465 3.582
C -0.09668 -1.01256 -0.69009 -2.780 1.808 1.671
C -0.17645 0.80063 0.89233 -2.552 3.583 -4.493
N -1.46361 -0.79919 -0.16246 0.667 -3.180 -2.008
N 0.76159 0.03109 0.04208 -3.628 -1.247 -0.011
I 0.34356 0.72826 3.00656 1.097 -0.178 4.372
H -2.48347 0.45715 1.25932 2.182 -0.701 -1.878
H 0.18360 -2.00027 -0.60813 1.036 -2.020 0.856
H -0.19343 -0.82070 -1.70845 0.545 0.876 -1.867
H -0.10656 1.96488 0.68446 -0.298 -2.370 0.318
H 1.31537 -0.25661 0.77331 2.680 -2.193 1.549
H 1.28669 0.47922 -0.61377 1.853 2.157 -2.091
```
Forces are in eV/Å.

The calculation puts the LUMO energy (spin up / spin down) at -3.3 / -8.1 eV. As for the spin multiplicity: 3. As for the charge: +1. For the HOMO-LUMO gap (spin up / spin down), the calculation gives 7.3 / 6.6 eV. As for the expectation value of S²: 2.007.